Entry 1:
C2H7NO | the ωB97M-V functional and the def2-TZVPD basis

Structure (XYZ):
```
11
Properties=species:S:1:pos:R:3:forces:R:3:nbo_charge:R:1
C 1.499428 -0.147263 0.144640 -2.26 -0.72 4.56 -0.48
N 0.454249 0.936163 -0.014616 -0.64 -0.82 0.46 -0.62
C -0.826946 0.329854 -0.442785 1.22 0.97 1.28 0.07
O -1.011364 -0.920325 0.200052 -0.87 -1.02 -1.04 -0.74
H 2.403790 0.353218 0.713075 -1.22 -1.43 -2.23 0.23
H 0.968544 -0.797719 1.050766 1.96 1.13 -1.92 0.19
H 1.422873 -0.955747 -0.628822 1.20 1.41 0.14 0.23
H 0.238349 1.201807 0.948822 0.51 0.34 -0.24 0.34
H -0.702215 0.318670 -1.511222 -0.77 -0.61 -0.68 0.16
H -1.665943 0.910773 -0.041303 0.30 0.71 -0.86 0.16
H -1.789130 -1.317091 -0.240548 0.57 0.04 0.53 0.47
```
Forces are in eV/Å.

Output
E_HOMO ... -9.072 eV
SMILES ... CNCO
Lowest unoccupied orbital energy ... 0.9 eV
Net charge ... 0
Relative energy (zero: lowest compared OMol25 entry of this formula, charge and spin) ... 199.2 kJ/mol

---

Entry 2:
C2H7NO2 | the ωB97M-V functional and the def2-TZVPD basis

Structure (XYZ):
```
12
Properties=species:S:1:pos:R:3:forces:R:3:nbo_charge:R:1
C -0.879446 -2.297454 -0.890198 0.27 -1.17 -2.18 -0.73
C 0.450626 -1.586063 -0.519085 -1.39 -0.11 -1.87 0.67
N 1.103427 -2.156477 0.494634 -1.15 -4.35 1.08 -0.83
O 0.861819 -0.683561 -1.202977 0.08 0.97 0.24 -0.59
H -0.751163 -2.778266 -1.936256 -0.08 1.43 1.17 0.23
H -1.051488 -3.232190 -0.375957 -0.22 0.09 1.01 0.20
H -1.807962 -1.685004 -0.916182 0.99 -0.20 0.18 0.25
H 0.891191 -3.218230 0.551541 0.63 2.84 0.53 0.39
H 1.854948 -1.802990 1.029607 0.86 0.51 -0.16 0.41
O -1.215979 5.619107 1.618591 0.62 0.51 -0.73 -0.97
H -0.717691 5.565187 2.470900 -0.09 0.48 -1.68 0.48
H -0.735628 6.063562 0.844698 -0.53 -0.99 2.41 0.49
```
Forces are in eV/Å.

Output
E_HOMO ... -9.773 eV
SMILES ... CC(N)=O.O
Lowest unoccupied orbital energy ... 0.8 eV
Net charge ... 0
Relative energy (zero: lowest compared OMol25 entry of this formula, charge and spin) ... 128.6 kJ/mol